Entry 1:
Below is C19H28I2N3ORu as an isolated structure at a distorted geometry, with properties calculated with ωB97M-V/def2-TZVPD.

For the relative energy (zero: lowest compared OMol25 entry of this formula, charge and spin), the calculation gives 0.000 eV. As for the expectation value of S²: 8.78. Its HOMO-LUMO gap (spin up / spin down) is 0.36 / 6.10 eV. As for the energy: -45454.97958 eV.

ORCA input file:
```
! RIJCOSX wB97M-V def2-TZVPD def2/J DEFGRID3
* xyz -2 6
C 0.91 -2.22 -2.95
I -0.31 -2.06 -4.55
H 1.57 -3.09 -3.06
H 1.50 -1.29 -2.99
H 0.22 -2.35 -2.10
C 2.99 2.58 -3.17
C 2.21 1.02 -1.67
N 1.85 2.01 -2.57
H 5.12 2.07 -2.83
I 2.02 1.53 1.77
N 3.58 1.02 -1.73
H 2.97 3.36 -3.89
Ru 0.96 0.11 -0.17
C 1.99 -1.17 0.72
O 2.67 -2.15 0.76
C 4.04 1.95 -2.64
C 4.45 0.17 -0.96
H 5.47 0.52 -1.15
H 4.36 -0.88 -1.28
H 4.22 0.27 0.11
C 0.52 2.48 -2.89
H 0.47 2.78 -3.95
H 0.27 3.36 -2.26
H -0.17 1.66 -2.68
C -1.16 2.73 0.19
C -2.49 2.00 0.35
C -2.93 1.37 -0.98
C -2.43 0.96 1.45
C -3.14 1.09 2.64
C -3.13 0.09 3.62
C -2.40 -1.08 3.39
C -1.67 -1.27 2.22
C -0.91 -2.58 1.94
C 0.28 -2.74 2.91
C -1.82 -3.83 1.99
C -1.62 -0.20 1.25
N -0.78 -0.33 0.19
H -0.39 2.02 -0.18
H -0.78 3.15 1.12
H -1.23 3.54 -0.54
H -3.27 2.72 0.62
H -2.20 0.64 -1.32
H -3.89 0.87 -0.88
H -3.03 2.14 -1.74
H -3.78 1.96 2.83
H -3.69 0.20 4.55
H -2.45 -1.88 4.15
H -0.53 -2.50 0.90
H -0.13 -2.82 3.94
H 0.89 -3.64 2.69
H 0.95 -1.87 2.84
H -2.64 -3.71 1.26
H -1.26 -4.74 1.72
H -2.24 -3.95 3.00
*
```

=====

Entry 2:
Below is C4H10O4PPbS as an isolated structure at a distorted geometry, with properties calculated with ωB97M-V/def2-TZVPD.

Its HOMO-LUMO gap is 4.10 eV. As for the energy: -37857.42249 eV.

ORCA input file:
```
! RIJCOSX wB97M-V def2-TZVPD def2/J DEFGRID3
* xyz 1 1
O -1.52 -0.48 3.44
P -0.83 -0.83 2.14
C -1.97 -0.70 0.66
C -1.65 0.67 -0.01
C -0.43 0.73 -0.97
C 0.61 -0.41 -0.92
S 2.33 0.20 -0.68
O 2.49 1.58 -1.18
O 3.25 -0.75 -1.31
O 2.56 0.20 0.94
H 0.22 0.13 1.90
H -0.19 -2.10 2.11
H -1.78 -1.59 -0.01
H -2.57 0.94 -0.59
H -1.58 1.46 0.75
H -0.82 0.81 -2.03
H 0.11 1.67 -0.82
H 0.47 -1.21 -0.18
H 0.67 -0.91 -1.90
H 2.81 1.09 1.21
Pb -2.15 -0.53 -2.55
*
```

=====

Entry 3:
Below is C8H16IrO4 as an isolated structure at a distorted geometry, with properties calculated with ωB97M-V/def2-TZVPD.

As for the expectation value of S²: 6.01. Its HOMO-LUMO gap (spin up / spin down) is 8.72 / 6.65 eV. As for the energy: -19544.94882 eV.

ORCA input file:
```
! RIJCOSX wB97M-V def2-TZVPD def2/J DEFGRID3
* xyz 3 5
Ir 0.51 0.68 -1.52
C 1.83 -1.48 0.38
C 1.46 -2.12 -0.97
O 0.27 -1.55 -1.53
C -1.00 -2.05 -1.10
C -2.00 -0.90 -1.15
O -1.45 0.11 -0.31
C -2.13 1.35 -0.11
C -1.17 2.22 0.72
O 0.14 2.17 0.15
C 1.27 2.16 1.02
C 1.66 0.72 1.43
O 1.80 -0.06 0.25
H 2.86 -1.81 0.63
H 1.17 -1.81 1.20
H 1.35 -3.21 -0.83
H 2.25 -1.94 -1.71
H -0.94 -2.48 -0.09
H -1.33 -2.85 -1.79
H -2.99 -1.22 -0.78
H -2.13 -0.53 -2.18
H -3.07 1.19 0.45
H -2.41 1.81 -1.07
H -1.16 1.89 1.76
H -1.52 3.27 0.70
H 1.07 2.75 1.92
H 2.08 2.64 0.46
H 0.95 0.26 2.13
H 2.63 0.78 1.96
*
```

=====

Entry 4:
Below is C5H8O2 as an isolated structure, with properties calculated with ωB97M-V/def2-TZVPD.

For the relative energy (zero: lowest compared OMol25 entry of this formula, charge and spin), the calculation gives 2.102 eV. Its HOMO-LUMO gap is 10.25 eV. As for the energy: -9407.72989 eV.

ORCA input file:
```
! RIJCOSX wB97M-V def2-TZVPD def2/J DEFGRID3
* xyz 0 1
C -1.61 -0.75 -0.01
C -0.61 0.34 -0.35
O -1.20 1.40 -0.94
C 0.69 0.29 1.07
C 1.54 -0.58 0.13
C 0.78 0.25 -0.83
O 1.22 1.23 -1.43
H -2.34 -0.38 0.72
H -2.19 -1.05 -0.89
H -1.12 -1.63 0.40
H -0.41 1.81 -1.40
H 1.23 1.19 1.40
H 0.19 -0.22 1.89
H 2.61 -0.38 0.04
H 1.33 -1.64 0.17
*
```

=====

Entry 5:
Below is CHFeLiO2 as an isolated structure at a distorted geometry, with properties calculated with ωB97M-V/def2-TZVPD.

For the relative energy (zero: lowest compared OMol25 entry of this formula, charge and spin), the calculation gives 1.585 eV. As for the expectation value of S²: 6.01. Its HOMO-LUMO gap (spin up / spin down) is 8.46 / 7.82 eV. As for the energy: -39718.46772 eV.

ORCA input file:
```
! RIJCOSX wB97M-V def2-TZVPD def2/J DEFGRID3
* xyz 2 5
O 1.02 0.37 1.32
C 0.19 -0.35 0.80
H -1.02 -0.22 0.93
O -0.28 -0.14 -0.55
Li 1.20 1.33 -0.57
Fe -1.11 -0.98 -1.92
*
```

=====

Entry 6:
Below is C27H27N2O9S as an isolated structure at a distorted geometry, with properties calculated with ωB97M-V/def2-TZVPD.

For the relative energy (zero: lowest compared OMol25 entry of this formula, charge and spin), the calculation gives 0.000 eV. Its HOMO-LUMO gap is 5.40 eV. As for the energy: -60674.93164 eV.

ORCA input file:
```
! RIJCOSX wB97M-V def2-TZVPD def2/J DEFGRID3
* xyz -1 1
C -7.41 -0.13 -0.42
C -7.17 1.09 0.22
C -5.92 1.70 0.11
C -4.91 1.11 -0.65
C -3.63 1.87 -0.89
O -2.47 1.09 -0.50
C -1.35 1.85 -0.42
N -0.15 1.23 -0.77
N -0.20 -0.01 -0.92
C 0.24 -0.79 0.12
O 0.83 -0.36 1.13
O -0.12 -2.05 -0.08
C 0.36 -3.12 0.84
C -0.23 -4.40 0.27
C -0.49 -5.50 1.10
C -1.08 -6.68 0.62
C -1.43 -6.78 -0.74
C -1.18 -5.69 -1.59
C -0.58 -4.52 -1.09
O -1.33 3.05 -0.13
C -5.11 -0.15 -1.23
C -6.37 -0.75 -1.13
H -8.39 -0.60 -0.35
H -7.95 1.58 0.81
H -5.69 2.66 0.60
H -3.51 2.10 -1.96
H -3.62 2.80 -0.30
H 1.46 -3.15 0.82
H -0.01 -2.91 1.86
H -0.21 -5.41 2.15
H -1.26 -7.52 1.30
H -1.90 -7.68 -1.12
H -1.45 -5.76 -2.65
H -0.39 -3.70 -1.79
H -4.29 -0.64 -1.76
H -6.55 -1.72 -1.60
C 4.76 -1.75 2.83
C 4.21 -0.38 3.12
O 3.10 -0.20 2.20
C 2.36 0.91 2.36
C 1.72 1.24 1.01
O 0.93 2.28 1.02
C 1.38 3.65 1.42
S 3.17 1.13 -0.30
C 3.13 2.59 -1.40
C 2.00 2.89 -2.15
C 1.99 3.99 -3.00
C 3.12 4.79 -3.12
C 4.26 4.50 -2.35
C 4.27 3.39 -1.49
O 4.38 1.42 0.45
O 3.04 -0.09 -1.07
O 2.19 1.55 3.38
H 5.52 -2.01 3.57
H 3.99 -2.53 2.90
H 5.21 -1.80 1.84
H 3.81 -0.30 4.14
H 4.97 0.38 2.94
H 0.92 4.31 0.70
H 0.98 3.76 2.42
H 2.46 3.76 1.41
H 1.11 2.26 -2.05
H 1.09 4.20 -3.58
H 3.12 5.64 -3.81
H 5.16 5.12 -2.42
H 5.14 3.17 -0.88
*
```

=====

Entry 7:
Below is a 3-piece molecular cluster, C11H30NO4P overall, with properties calculated with ωB97M-V/def2-TZVPD.

Its HOMO-LUMO gap is 9.81 eV. As for the energy: -30859.37792 eV. As for the structure (SMILES): COCCOC.COCCOC.CCCNP.

ORCA input file:
```
! RIJCOSX wB97M-V def2-TZVPD def2/J DEFGRID3
* xyz 0 1
C -0.73 -2.16 -0.45
O -0.86 -0.86 0.10
C -0.54 -0.78 1.48
C 0.85 -0.26 1.72
O 1.85 -1.13 1.22
C 2.37 -0.74 -0.04
H -0.75 -2.06 -1.53
H 0.21 -2.63 -0.15
H -1.57 -2.79 -0.14
H -0.65 -1.77 1.95
H -1.26 -0.10 1.94
H 1.01 -0.15 2.80
H 0.95 0.74 1.27
H 3.03 0.12 0.06
H 1.58 -0.50 -0.75
H 2.95 -1.58 -0.43
C 5.92 1.76 -5.24
O 5.78 2.53 -4.07
C 4.43 2.71 -3.65
C 4.05 1.76 -2.54
O 4.08 0.40 -2.95
C 5.25 -0.29 -2.55
H 6.98 1.51 -5.33
H 5.34 0.84 -5.19
H 5.62 2.33 -6.13
H 3.75 2.57 -4.50
H 4.33 3.73 -3.30
H 3.03 1.99 -2.22
H 4.71 1.91 -1.68
H 5.22 -0.52 -1.48
H 6.15 0.28 -2.77
H 5.28 -1.22 -3.11
C -6.90 0.06 5.06
C -6.95 -0.60 3.69
C -5.57 -0.66 3.02
N -5.67 -0.71 1.56
P -4.22 -0.59 0.65
H -7.73 -0.25 5.69
H -5.97 -0.19 5.58
H -6.94 1.15 4.97
H -7.64 -0.07 3.03
H -7.34 -1.62 3.79
H -5.06 -1.57 3.34
H -4.96 0.18 3.36
H -6.30 0.02 1.26
H -3.68 0.63 1.17
H -3.44 -1.41 1.50
*
```

=====

Entry 8:
Below is one molecule with the formula C5H3NO at a distorted geometry, with properties calculated with ωB97M-V/def2-TZVPD.

For the relative energy (zero: lowest compared OMol25 entry of this formula, charge and spin), the calculation gives 4.378 eV. Its HOMO-LUMO gap is 9.73 eV. As for the energy: -8765.62810 eV. As for the structure (SMILES): C#C[C@@H](C#N)C=O.

ORCA input file:
```
! RIJCOSX wB97M-V def2-TZVPD def2/J DEFGRID3
* xyz 0 1
C 1.86 -0.14 -1.25
C 0.74 -0.21 -0.63
C -0.22 -0.48 0.42
C 0.25 0.28 1.43
N 0.92 1.04 2.15
C -1.56 -0.21 -0.24
O -1.63 -0.16 -1.53
H 2.47 0.16 -2.03
H 0.15 -1.56 0.52
H -2.42 -0.09 0.42
*
```

=====

Entry 9:
Below is a 2-piece molecular cluster, C5H9NO overall, with properties calculated with ωB97M-V/def2-TZVPD.

For the relative energy (zero: lowest compared OMol25 entry of this formula, charge and spin), the calculation gives 2.632 eV. Its HOMO-LUMO gap is 9.25 eV. As for the energy: -8866.58093 eV. As for the structure (SMILES): CC=C=O.C=NC.

ORCA input file:
```
! RIJCOSX wB97M-V def2-TZVPD def2/J DEFGRID3
* xyz 0 1
C -3.08 0.13 0.25
C -1.60 0.01 0.04
C -0.88 -0.92 0.63
O -0.34 -1.79 1.20
H -3.42 -0.51 1.07
H -3.64 -0.17 -0.65
H -3.36 1.16 0.49
H -1.07 0.66 -0.65
C 1.73 1.36 0.05
N 1.41 0.17 -0.23
C 2.45 -0.77 -0.58
H 2.76 1.74 0.00
H 0.95 2.06 0.35
H 2.13 -1.34 -1.46
H 3.42 -0.29 -0.78
H 2.55 -1.49 0.25
*
```

=====

Entry 10:
Below is a 2-piece molecular cluster, C39H46N3O2 overall at a distorted geometry, with properties calculated with ωB97M-V/def2-TZVPD.

For the relative energy (zero: lowest compared OMol25 entry of this formula, charge and spin), the calculation gives 0.047 eV. Its HOMO-LUMO gap is 4.30 eV. As for the energy: -49746.45847 eV.

ORCA input file:
```
! RIJCOSX wB97M-V def2-TZVPD def2/J DEFGRID3
* xyz 1 1
C 5.69 4.55 2.25
C 4.66 3.43 2.15
N 3.90 3.59 0.92
C 2.70 2.86 0.79
C 2.51 1.60 1.41
C 1.36 0.87 1.18
C 0.23 1.47 0.55
C -1.02 0.78 0.53
C -2.29 1.41 0.71
C -2.41 2.60 1.50
C -3.64 3.16 1.79
C -4.79 2.70 1.11
N -6.02 3.37 1.14
C -6.37 4.20 2.30
C -7.87 4.50 2.21
O -8.18 5.18 0.99
C -7.90 4.37 -0.16
C -6.47 3.85 -0.18
C -4.69 1.53 0.30
C -3.50 0.85 0.20
C 0.41 2.75 -0.06
C 1.65 3.38 0.00
C 4.65 3.84 -0.31
C 5.80 4.82 -0.10
O 6.54 4.55 1.10
H 5.17 5.51 2.38
H 6.38 4.38 3.09
H 5.17 2.46 2.18
H 3.97 3.50 3.01
H 3.32 1.17 2.02
H 1.27 -0.15 1.54
H -1.00 -0.31 0.57
H -1.50 3.05 1.91
H -3.72 4.00 2.49
H -6.15 3.64 3.22
H -5.80 5.15 2.31
H -8.42 3.54 2.30
H -8.18 5.20 3.00
H -8.58 3.50 -0.21
H -8.06 5.04 -1.02
H -5.81 4.67 -0.53
H -6.39 3.02 -0.88
H -5.59 1.17 -0.20
H -3.45 -0.11 -0.33
H -0.42 3.20 -0.61
H 1.80 4.33 -0.52
H 5.08 2.89 -0.70
H 3.97 4.24 -1.07
H 6.54 4.72 -0.90
H 5.39 5.85 -0.09
C 3.06 -7.45 1.92
C 4.07 -6.95 1.10
C 3.86 -5.78 0.32
C 4.77 -5.37 -0.69
C 4.46 -4.32 -1.54
C 3.27 -3.59 -1.34
C 2.43 -3.85 -0.27
C 1.19 -2.98 -0.02
C 0.17 -3.42 -1.06
C -1.21 -2.80 -1.09
C -1.53 -2.44 -2.55
C -0.58 -1.29 -2.97
C 0.84 -1.79 -2.83
N 0.83 -3.20 -2.34
C 0.22 -4.08 -3.36
C -1.24 -3.66 -3.47
C 2.64 -5.04 0.51
C 1.63 -5.59 1.33
C 1.82 -6.80 2.00
H 3.23 -8.36 2.50
H 5.03 -7.45 1.02
H 5.71 -5.92 -0.80
H 5.11 -4.06 -2.37
H 2.99 -2.82 -2.06
H 0.80 -3.14 0.99
H 1.42 -1.91 -0.14
H 0.04 -4.51 -0.96
H -1.93 -3.54 -0.70
H -1.25 -1.92 -0.44
H -2.58 -2.14 -2.66
H -0.77 -1.01 -4.01
H -0.73 -0.40 -2.34
H 1.33 -1.81 -3.82
H 1.46 -1.16 -2.17
H 0.77 -3.97 -4.30
H 0.32 -5.12 -3.02
H -1.87 -4.50 -3.18
H -1.45 -3.40 -4.51
H 0.68 -5.07 1.44
H 1.01 -7.22 2.58
*
```

=====

Entry 11:
Below is a 2-piece molecular cluster, C3H12N2O overall at a distorted geometry, with properties calculated with ωB97M-V/def2-TZVPD.

For the relative energy (zero: lowest compared OMol25 entry of this formula, charge and spin), the calculation gives 0.422 eV. Its HOMO-LUMO gap is 10.52 eV. As for the energy: -8332.90028 eV. As for the structure (SMILES): CCNCN.O.

ORCA input file:
```
! RIJCOSX wB97M-V def2-TZVPD def2/J DEFGRID3
* xyz 0 1
C -0.92 2.09 -0.74
C -0.95 1.08 0.36
N -0.03 -0.05 0.13
C -0.60 -1.30 0.73
N 0.33 -2.43 0.70
H 0.04 2.61 -0.79
H -1.20 1.67 -1.71
H -1.64 2.88 -0.50
H -1.97 0.73 0.53
H -0.61 1.45 1.34
H -0.01 -0.34 -0.85
H -0.72 -1.00 1.77
H -1.50 -1.60 0.18
H 1.07 -2.21 1.37
H 0.90 -2.31 -0.15
O 2.78 -0.70 -0.58
H 2.01 -0.16 -0.32
H 3.01 -0.42 -1.49
*
```

=====

Entry 12:
Below is C2H7OP as an isolated structure at a distorted geometry, with properties calculated with ωB97M-V/def2-TZVPD.

For the relative energy (zero: lowest compared OMol25 entry of this formula, charge and spin), the calculation gives 2.746 eV. Its HOMO-LUMO gap is 10.12 eV. As for the energy: -13520.91401 eV.

ORCA input file:
```
! RIJCOSX wB97M-V def2-TZVPD def2/J DEFGRID3
* xyz 0 1
C -1.21 0.89 -0.04
C 0.21 -0.37 0.50
O -0.12 -1.66 -0.03
P 1.74 0.48 -0.11
H -2.12 0.69 0.54
H -0.85 1.88 0.25
H -1.33 0.66 -1.04
H 0.18 -0.24 1.64
H 0.21 -2.34 0.49
H 0.98 0.71 -1.49
H 2.31 -0.70 -0.72
*
```

=====

Entry 13:
Below is a 3-piece molecular cluster, C4H8O2 overall, with properties calculated with ωB97M-V/def2-TZVPD.

For the relative energy (zero: lowest compared OMol25 entry of this formula, charge and spin), the calculation gives 3.225 eV. Its HOMO-LUMO gap is 10.68 eV. As for the energy: -8370.05690 eV. As for the structure (SMILES): C=C.C=O.C=O.

ORCA input file:
```
! RIJCOSX wB97M-V def2-TZVPD def2/J DEFGRID3
* xyz 0 1
C 1.58 -0.94 -0.60
C 0.62 -1.78 -0.97
H 2.43 -1.27 -0.01
H 1.55 0.12 -0.84
H -0.24 -1.44 -1.56
H 0.65 -2.83 -0.71
C -1.44 -0.29 1.12
O -1.95 0.38 0.25
H -0.45 -0.03 1.55
H -1.94 -1.19 1.52
C -0.21 2.31 0.06
O 0.76 1.92 0.67
H -1.02 2.87 0.55
H -0.32 2.15 -1.03
*
```

=====

Entry 14:
Below is C9H12O3 as an isolated structure at a distorted geometry, with properties calculated with ωB97M-V/def2-TZVPD.

For the relative energy (zero: lowest compared OMol25 entry of this formula, charge and spin), the calculation gives 3.333 eV. Its HOMO-LUMO gap is 8.94 eV. As for the energy: -15666.73704 eV.

ORCA input file:
```
! RIJCOSX wB97M-V def2-TZVPD def2/J DEFGRID3
* xyz 0 1
C 1.15 1.71 -0.57
C 1.65 0.52 -0.16
C -0.12 2.09 0.10
C -0.35 -1.28 0.05
C -0.53 1.13 1.18
C -1.56 -0.39 -0.33
C 0.74 -0.34 0.77
C 2.95 0.09 -0.80
C -2.88 -1.18 -0.35
O -0.74 3.08 -0.17
O -1.77 0.56 0.68
O 1.23 -0.90 1.89
H 1.69 2.27 -1.37
H -0.49 -2.08 0.66
H 0.15 -1.63 -0.84
H -0.81 1.63 2.06
H -1.21 0.08 -1.34
H 2.63 -0.64 -1.57
H 3.58 -0.41 -0.10
H 3.45 0.90 -1.23
H -2.88 -1.58 0.64
H -3.01 -1.79 -1.21
H -3.53 -0.38 -0.33
H 0.65 -1.46 2.35
*
```